Below is a 2-piece molecular cluster, C3H3F3O2 overall in a non-equilibrium geometry, with properties calculated with ωB97M-V/def2-TZVPD.

CARTESIAN COORDINATES (ANGSTROEM)
1 F 0.48631 0.71424 2.98749
2 C -1.15438 0.40849 -1.49268
3 H -0.33534 -0.12510 -1.99950
4 C 0.04489 0.30534 0.51859
5 F 2.10475 -1.64210 0.29629
6 C 0.19118 0.50944 1.77291
7 F -2.12992 -0.51780 -1.25187
8 H 0.61149 -0.53481 0.05673
9 O 2.54271 -1.32202 1.54816
10 O -0.77142 1.01232 -0.31271
11 H -1.59026 1.19200 -2.12340

Atomic forces in eV per Å
F 0.36 0.05 1.13
C 0.23 0.30 -0.19
H -0.03 0.19 0.21
C 1.19 -1.80 -0.23
F 0.88 -0.23 0.97
C -0.65 0.55 -0.50
F -0.41 -0.46 0.09
H -0.83 0.89 -0.12
O -0.29 -0.26 -0.91
O -0.66 0.92 -0.60
H 0.21 -0.16 0.14

As for the charge: 0. The value obtained for the HOMO energy (spin up / spin down) is -8.0 / -9.3 eV. Its multiplicity is 3. The value obtained for the electronic energy is -15396.7856 eV. Its maximum force is 2.2 eV/A. The HOMO-LUMO gap (spin up / spin down) is 8.541 / 6.338 eV. As for the expectation value of S²: 2.012.

natural (NBO) atomic charges, in units of e: -0.251, 0.329, 0.134, -0.112, -0.092, 0.411, -0.365, 0.185, 0.109, -0.507, 0.160


Below is an isolated ion of composition C8H22N7 and charge +1 in a non-equilibrium geometry, with properties calculated with ωB97M-V/def2-TZVPD.

CARTESIAN COORDINATES (ANGSTROEM)
1 C 3.86140 1.15518 -0.67493
2 N -0.57271 -0.42024 -0.38595
3 C 2.48713 1.68169 -0.25498
4 H 0.73529 -4.70920 0.41607
5 H -0.28793 -1.37443 1.37868
6 C 0.11978 -3.96401 0.62946
7 H 2.89941 1.29036 1.70971
8 H -1.64309 -1.95625 0.29151
9 H -3.66569 1.96363 -0.62368
10 C -2.79502 -0.63800 -1.20444
11 H -2.27057 -1.23439 -1.84407
12 C 2.47755 2.04872 1.20251
13 H 3.83840 0.91593 -1.68822
14 H 1.48316 -2.31205 -0.15121
15 H -1.63256 2.98119 -0.06146
16 H 3.10498 2.81242 1.48770
17 H -3.60094 2.45258 1.17864
18 N -1.29269 2.14710 0.31251
19 H 0.01828 -3.03387 -1.17717
20 H 1.99573 2.42647 -0.78269
21 C 0.39057 -2.68571 -0.22911
22 H 1.56608 2.43750 1.50125
23 H 4.14469 0.29703 -0.22581
24 H -3.41616 0.08409 -1.60153
25 C -0.53555 -1.67236 0.38374
26 C -3.54350 1.59394 0.47108
27 N -2.13557 1.10508 0.46237
28 N -0.27838 1.77213 -0.43334
29 N -1.71597 0.27762 -0.71735
30 N 1.60755 0.53445 -0.43939
31 H 1.85221 -0.22333 -0.99292
32 H -3.22695 -1.10464 -0.43601
33 H -4.29434 0.89954 1.00161
34 H 4.54057 1.82288 -0.33728
35 H -0.85215 -4.38790 0.57883
36 N 0.28504 0.64138 -0.34944
37 H 0.35193 -3.62451 1.60532

Atomic forces in eV per Å
C -3.28 1.45 -0.89
N -0.31 1.35 -1.42
C 0.52 -1.84 1.50
H 2.99 -3.18 -1.09
H 0.09 -0.35 1.00
C -0.41 3.68 0.56
H 0.51 -3.11 2.24
H 1.85 -0.16 0.65
H -1.02 -0.58 1.89
C 2.69 3.60 0.50
H 0.58 -1.78 -2.13
C -0.30 0.85 -2.06
H 0.55 0.25 -2.00
H -1.76 -0.98 -0.46
H -1.09 1.82 -0.80
H 1.84 2.22 -0.25
H 0.47 -0.29 -0.73
N 1.32 -1.29 0.43
H 0.51 0.86 -1.05
H 0.23 1.86 -1.63
C -0.01 -1.24 1.30
H -2.17 -0.08 0.92
H 0.25 -3.07 2.03
H -1.81 0.58 -1.57
C -1.65 1.07 -1.22
C -0.01 0.32 -0.36
N -1.97 -1.75 1.46
N 4.42 1.99 -0.22
N -2.49 -2.38 0.00
N -0.58 -0.66 0.94
H 0.81 -1.32 -1.48
H -1.93 -2.19 2.86
H 1.23 0.55 -1.75
H 2.45 2.43 0.14
H -1.17 0.25 -0.18
N -1.25 1.42 1.39
H -0.09 -0.31 1.48

As for the charge: +1. The value obtained for the HOMO energy is -12.0 eV. The SMILES is CCCn1n(C)n(C)[nH]n[n+]1NC(C)C. The value obtained for the electronic energy is -19067.4161 eV. Its maximum force is 4.9 eV/A. The HOMO-LUMO gap is 8.757 eV.

natural (NBO) atomic charges, in units of e: -0.604, -0.084, -0.038, 0.220, 0.225, -0.588, 0.215, 0.232, 0.203, -0.404, 0.225, -0.624, 0.217, 0.215, 0.378, 0.231, 0.247, -0.204, 0.226, 0.215, -0.420, 0.218, 0.215, 0.225, -0.236, -0.487, -0.172, -0.053, -0.117, -0.391, 0.390, 0.190, 0.259, 0.233, 0.215, 0.230, 0.200


Below is a 2-piece molecular cluster, CH2N2O2S2 overall in a non-equilibrium geometry, with properties calculated with ωB97M-V/def2-TZVPD.

CARTESIAN COORDINATES (ANGSTROEM)
1 H 0.89904 0.73890 0.15274
2 O -3.99475 1.30218 -0.74014
3 H 0.30402 -1.49788 -0.81704
4 S -1.19691 -1.29342 -0.75018
5 O -3.83953 -1.50810 1.04176
6 N -4.08371 -0.44306 0.60934
7 C -1.42575 0.08397 0.14079
8 S -0.27988 1.19769 0.55920
9 N -4.10789 0.22322 -0.30150

Atomic forces in eV per Å
H 0.73 -0.62 -0.44
O -0.02 2.95 -1.73
H -2.18 0.47 -0.10
S 2.33 -0.11 0.53
O 0.25 -2.81 1.65
N -0.34 -0.61 1.45
C 0.72 -0.21 -0.65
S -0.99 0.43 0.65
N -0.51 0.51 -1.36

As for the charge: 0. The value obtained for the HOMO energy is -9.4 eV. The value obtained for the electronic energy is -29806.7348 eV. Its maximum force is 3.4 eV/A. The HOMO-LUMO gap is 9.179 eV.

natural (NBO) atomic charges, in units of e: 0.059, -0.349, 0.062, 0.211, -0.367, 0.360, -0.582, 0.246, 0.361


Below is C11H14ClNO2 in the gas phase in a non-equilibrium geometry, with properties calculated with ωB97M-V/def2-TZVPD.

CARTESIAN COORDINATES (ANGSTROEM)
1 H 2.10107 -0.41639 -1.01213
2 H -1.28880 2.76003 -0.47216
3 H 2.56912 2.38642 1.46287
4 C -4.28429 1.33302 0.27683
5 N 0.41214 -0.97837 -0.39800
6 H -2.21776 -1.56070 -0.20833
7 O 2.41237 0.44888 1.45803
8 H 1.52863 -3.23771 -0.09629
9 H 2.90618 -2.70835 -0.76214
10 H 3.70045 -0.91184 0.75289
11 Cl -4.87567 -1.63363 0.46526
12 H -0.00606 -1.17785 0.42181
13 C 2.69542 -0.71831 0.90198
14 C -1.60457 0.58358 -0.52717
15 C -1.99468 1.69931 -0.42537
16 H 2.21199 -1.34545 1.45840
17 H -3.66961 3.17013 -0.02501
18 H 1.44110 -2.66822 -1.65452
19 C 2.85115 1.54011 0.81781
20 C -3.75394 -0.22412 0.13510
21 H -5.32199 1.31068 0.64349
22 C 1.84621 -1.14867 -0.41485
23 H 2.33076 1.84359 -0.25814
24 C -3.43253 2.25829 -0.07765
25 C -2.53391 -0.45069 -0.27709
26 C 1.94094 -2.53186 -0.66279
27 H 3.88363 1.21133 0.55792
28 C -0.21199 0.22988 -0.72740
29 O 0.36466 0.93692 -1.35336

Atomic forces in eV per Å
H 2.04 2.52 -4.64
H -1.45 -3.61 -0.18
H 1.22 -0.03 -0.23
C -0.99 -6.47 0.25
N -1.92 1.92 0.07
H -0.26 1.96 -0.64
O -2.49 0.85 1.98
H -1.92 -2.16 3.21
H 4.71 -1.76 -0.72
H 2.29 -0.44 -0.42
Cl 1.02 1.77 -0.20
H -1.47 -2.21 3.69
C -2.23 -0.03 -3.96
C 2.10 -12.28 0.71
C -4.46 19.14 1.43
H -1.54 -4.33 4.34
H -1.14 7.24 0.16
H 0.66 -0.31 0.50
C -0.01 2.07 -3.54
C -3.58 3.02 0.73
H 0.60 0.80 -0.29
C -1.99 1.51 4.60
H 0.90 -1.18 2.41
C 4.87 -8.46 -0.97
C 0.69 -4.30 0.72
C -0.51 0.38 -5.32
H 0.21 1.85 0.15
C -2.42 -6.48 3.44
O 7.10 9.02 -7.29

As for the charge: 0. The value obtained for the HOMO energy is -9.2 eV. The SMILES is COC[C@@H](C)NC(=O)c1cccc(Cl)c1. The value obtained for the electronic energy is -29733.4908 eV. Its maximum force is 19.7 eV/A. The HOMO-LUMO gap is 9.932 eV.

natural (NBO) atomic charges, in units of e: 0.216, 0.218, 0.201, -0.174, -0.613, 0.237, -0.511, 0.214, 0.201, 0.160, -0.044, 0.354, -0.058, -0.244, -0.059, 0.172, 0.198, 0.222, -0.258, 0.021, 0.230, -0.085, 0.168, -0.197, -0.250, -0.605, 0.161, 0.685, -0.560


Below is C2H8N4O in the gas phase in a non-equilibrium geometry, with properties calculated with ωB97M-V/def2-TZVPD.

CARTESIAN COORDINATES (ANGSTROEM)
1 N 1.68273 0.67406 0.29359
2 H -2.66545 0.04625 -1.19932
3 C -1.79181 0.37514 -0.55389
4 O 1.11672 -1.38454 -0.24342
5 H -0.35577 0.77927 1.54587
6 H -1.13748 -1.66758 -0.01818
7 H -2.19758 -0.87683 1.17643
8 N 0.92299 -0.33591 0.36573
9 H 3.04888 -0.34304 -0.92405
10 H -2.25914 1.22966 0.11121
11 N 2.79691 0.43917 -0.37316
12 H 3.29997 1.26710 -0.64210
13 N -0.20355 -0.23420 1.16858
14 C -1.35096 -0.71814 0.43748
15 H -0.90647 0.74960 -1.14476

Atomic forces in eV per Å
N -1.54 -0.23 0.80
H 1.29 0.31 0.45
C -1.46 0.93 0.51
O 0.27 -1.55 -0.50
H 0.82 -2.39 -1.26
H 0.26 -0.23 -0.14
H 1.10 0.07 -0.71
N 0.90 2.08 -0.10
H -0.85 -1.21 -0.23
H 1.16 -1.27 -1.45
N 2.07 1.22 -0.44
H -0.27 0.15 0.37
N -0.43 1.47 1.76
C -2.14 0.95 0.51
H -1.18 -0.31 0.43

As for the charge: 0. The value obtained for the HOMO energy is -8.1 eV. The SMILES is CCN/[N+]([O-])=N/N. The value obtained for the electronic energy is -10207.4698 eV. Its maximum force is 2.8 eV/A. The HOMO-LUMO gap is 9.180 eV.

natural (NBO) atomic charges, in units of e: -0.103, 0.221, -0.636, -0.542, 0.387, 0.239, 0.199, 0.383, 0.395, 0.196, -0.646, 0.377, -0.442, -0.246, 0.218


Below is C53H46N5O9PS2SbW as an isolated structure in a non-equilibrium geometry, with properties calculated with ωB97M-V/def2-TZVPD.

CARTESIAN COORDINATES (ANGSTROEM)
1 H -3.52830 -1.58387 24.69264
2 C -2.82040 -2.32697 24.31526
3 C -2.68108 -4.61780 23.56574
4 H -0.87298 -2.26580 27.78565
5 C 4.11191 -3.25950 23.99843
6 H -1.34473 -4.68971 27.21712
7 H 1.40509 -2.72045 21.09651
8 C 3.44178 -0.83278 21.62240
9 C -2.58582 -7.71879 20.96946
10 H 0.34545 6.43496 23.29631
11 C 6.06543 -4.00596 22.65068
12 H 1.98092 3.42279 20.46599
13 N 3.36276 1.98109 23.19937
14 H -1.29152 -1.03862 23.51769
15 H 2.15893 -3.80055 23.07678
16 P 3.40916 -2.11500 25.23126
17 C 0.34559 -5.69514 19.14131
18 H 2.52627 -5.04828 25.26055
19 C -2.04456 -8.02989 23.26359
20 C 2.50229 2.22625 22.22419
21 H 0.96245 -6.62905 19.22581
22 C 3.84881 4.08687 21.43473
23 C 5.09506 6.12769 20.74276
24 O 5.16694 0.21246 24.83264
25 C -1.45431 -4.28884 23.01689
26 O 5.99511 1.45441 26.80302
27 H -2.98993 -5.70376 23.51651
28 C 4.97253 7.16666 19.81522
29 H 0.21707 3.99202 26.71945
30 H -4.23755 -8.90876 20.27293
31 C -1.23720 -4.01863 19.78659
32 H 5.65692 4.32443 22.53281
33 C 3.99023 5.29657 20.66361
34 H 6.09614 -0.04926 28.87194
35 O 1.61726 0.39190 25.13446
36 H -2.26799 -7.36679 19.98767
37 C 5.36316 -3.40696 28.49458
38 C 3.26622 -3.79894 22.95713
39 H -1.89960 -3.63767 20.54675
40 C -0.61099 -4.17446 17.46569
41 H -1.48792 -7.79975 24.14288
42 H -2.20249 -2.91699 18.16176
43 C 4.45639 2.70641 23.31575
44 H 3.63166 -1.83931 19.82113
45 C 4.78004 3.73739 22.37223
46 S 1.46187 6.50805 18.00090
47 C -1.64928 -2.03659 23.61465
48 C 2.83035 -1.28987 20.30983
49 O 3.64186 1.09602 26.30853
50 H 5.86249 6.02991 21.40336
51 C 0.78823 4.50092 25.98465
52 C 0.28147 -5.23587 17.82668
53 H -0.96929 4.89088 24.67306
54 H -4.35630 -3.89072 24.73540
55 C 1.86480 -3.07049 25.82114
56 C -3.71347 -9.44036 22.24723
57 H 0.61357 -0.43867 21.46130
58 H 1.49767 1.74711 22.40734
59 O 4.63330 -0.64310 21.63408
60 C -1.89929 -7.29042 22.06698
61 C 1.47068 -1.91607 20.31705
62 C 5.47924 -3.47411 23.84743
63 H 3.24019 -4.61415 21.02713
64 C 2.68142 3.25797 21.31523
65 H 2.73062 -0.32579 19.86623
66 H 0.87393 -5.74258 17.08310
67 C -0.19517 -2.93264 27.19907
68 C 4.43556 -2.10563 26.70426
69 H -4.48185 -10.18280 22.50466
70 H 0.45584 -0.20834 19.87905
71 C 2.95777 6.44865 19.09802
72 O 1.31626 5.07009 17.79268
73 C -2.98446 -9.04938 23.35734
74 C 0.90925 -2.35339 26.51547
75 N 0.39990 -0.88425 20.60811
76 C -3.59016 -8.65403 21.10750
77 O 1.81836 7.28640 16.85493
78 H 0.24547 -6.02562 26.00303
79 H -0.76858 -3.98119 16.41198
80 C -3.37044 -3.62035 24.26494
81 C -0.36274 -5.02463 20.17708
82 H 2.75071 4.35836 26.88364
83 H 3.99564 -4.19204 27.05958
84 C 2.18289 5.97960 24.21685
85 N 2.86960 5.34884 25.12068
86 C 5.25548 -4.50505 21.72590
87 C 0.58918 -5.02923 26.24383
88 C 5.84237 -2.21697 29.05001
89 H 5.49902 -4.38406 28.96955
90 C -0.35285 -4.28325 27.00342
91 N 3.01717 5.39085 19.79829
92 H 6.11309 -3.10639 24.53762
93 C 5.03535 -0.93968 27.24618
94 C -0.90937 -3.02477 23.01279
95 H 5.08583 2.52445 24.15130
96 C 2.14580 4.75265 26.11334
97 C 0.81705 5.81963 24.06543
98 O 0.36216 6.97596 18.84691
99 Sb -0.34779 -5.80640 22.12540
100 H 6.38520 -2.18291 30.00995
101 H 1.38936 -2.35872 19.31548
102 W 2.99292 0.17842 24.35459
103 H -3.13480 -9.51116 24.31646
104 H 5.69210 -5.01165 20.82552
105 C 3.84612 -4.30214 21.85951
106 S 5.03476 0.56536 26.28751
107 H 7.19340 -4.04431 22.60290
108 H 2.69891 6.61782 23.48280
109 N 3.89787 7.40469 19.06202
110 C 4.51860 -3.30511 27.36729
111 H 5.75175 7.79949 19.62238
112 H 0.08230 -2.84370 22.61000
113 O 2.58981 -0.63077 22.59002
114 H 1.07463 -1.32764 26.53797
115 C 1.70579 -4.43111 25.66681
116 C -1.39907 -3.59333 18.44861
117 C 5.66528 -0.98047 28.46341
118 C 0.11098 4.99837 24.90956

Atomic forces in eV per Å
H 0.84 0.22 0.14
C -1.52 -0.60 -0.83
C -0.19 -0.49 0.77
H 0.52 -0.89 -0.70
C 0.34 -0.84 -0.97
H 0.58 -0.41 0.39
H -0.02 0.57 -0.88
C 0.31 -0.91 -2.03
C -0.05 0.41 -0.88
H -0.10 -0.51 0.08
C 1.80 0.43 3.09
H 0.45 -0.04 1.14
N -0.23 -2.72 2.76
H 0.09 0.79 0.25
H 0.97 0.28 -0.27
P -1.60 -2.14 -0.16
C 0.58 -0.07 -0.49
H -0.79 0.31 -0.23
C -0.95 0.28 -0.76
C -2.90 1.70 -2.05
H -0.56 1.05 0.71
C -0.66 0.44 -1.01
C -2.68 2.06 -3.12
O 0.39 -0.74 0.22
C 0.03 -0.99 -0.46
O 1.12 0.29 0.54
H -0.10 1.63 0.12
C -0.98 -1.59 0.98
H -0.04 -0.60 0.77
H 0.26 0.12 -0.17
C -0.36 0.13 -0.36
H 0.45 0.08 0.20
C 0.83 -3.56 2.26
H -0.28 -0.73 -0.14
O -6.42 0.72 2.31
H -0.67 0.33 0.09
C -0.91 0.67 0.02
C -0.67 1.41 2.03
H -0.06 0.43 0.02
C 0.61 -1.38 0.55
H 0.44 0.38 0.51
H 0.30 0.06 0.27
C 2.39 3.30 -2.22
H -0.20 -0.13 -0.25
C -0.38 -2.61 3.58
S 3.02 0.85 2.44
C -0.26 0.45 0.58
C 0.76 0.12 1.25
O 0.05 -0.45 0.13
H 2.03 -0.30 1.46
C 0.31 -0.04 0.75
C -1.09 1.02 0.37
H 0.83 -0.27 0.71
H 1.14 0.61 -0.43
C 0.71 1.04 -0.22
C -0.87 1.03 1.32
H 0.38 0.56 1.03
H 1.15 0.32 -1.01
O 0.31 0.36 1.32
C 1.43 -0.67 1.43
C -0.64 0.26 0.87
C -1.77 -0.07 -2.70
H -0.35 -0.29 -0.08
C -0.46 -1.15 0.04
H 0.03 0.77 -1.14
H -0.04 -0.02 -0.27
C 1.31 1.34 -0.72
C 0.03 0.68 0.07
H 0.20 0.24 -1.08
H -0.14 0.69 -0.51
C 0.44 2.01 -1.02
O -1.28 -0.57 -0.94
C 0.96 0.29 0.00
C -0.64 -0.84 0.92
N 0.30 -2.52 -1.21
C -0.62 -1.97 -0.76
O -0.82 -0.13 -0.42
H 0.66 -0.32 0.06
H 0.13 0.33 0.06
C -0.37 -0.66 0.15
C -0.14 -0.85 -1.73
H 0.28 -0.44 0.95
H -0.10 -0.10 -0.40
C -0.39 0.36 -1.55
N 0.22 -0.08 2.36
C -1.27 -0.44 -2.46
C -1.43 0.68 0.12
C 0.64 -0.61 1.33
H 0.07 0.53 -0.07
C -0.45 -0.35 -1.04
N -2.05 0.09 -1.00
H 2.09 1.26 2.40
C -0.43 -0.58 -1.35
C -0.27 -0.26 0.64
H 0.53 -0.16 0.37
C 0.29 -0.17 -2.28
C -0.27 1.03 -0.83
O -0.16 -0.30 -0.80
Sb 1.10 -0.97 0.22
H -0.25 -0.50 -0.59
H -0.82 -0.02 0.35
W 6.30 1.31 -3.05
H 0.04 -0.37 0.17
H -0.74 0.66 0.81
C 1.17 -1.48 -1.53
S -1.18 0.47 -0.46
H -1.51 -0.09 -0.04
H 0.07 -0.40 0.39
N -0.97 -0.15 -0.88
C 1.55 -0.40 1.39
H 1.97 1.80 -0.14
H -0.27 0.21 -0.18
O -0.59 -0.11 1.15
H -0.10 1.81 0.37
C 0.64 -1.39 0.67
C 0.31 -0.68 0.24
C 0.43 0.82 -0.40
C -1.13 1.02 -1.45

As for the charge: 0. The value obtained for the HOMO energy (spin up / spin down) is -4.8 / -8.4 eV. Its multiplicity is 4. The value obtained for the electronic energy is -120901.6849 eV. Its maximum force is 7.1 eV/A. The HOMO-LUMO gap (spin up / spin down) is 4.033 / 4.526 eV. As for the expectation value of S²: 3.786.

Here are the Mulliken charges for atoms 1 to 99, given in e: 0.334, -1.020, -0.199, 0.393, 0.408, 0.381, -0.738, 0.996, -0.343, 0.370, -0.709, 0.479, 0.208, 0.553, -0.368, 1.511, -0.818, 0.414, -0.535, 0.169, 0.269, 1.584, -0.944, -0.672, 0.319, -0.674, 0.095, -0.518, 0.437, 0.355, 0.076, 0.286, 0.267, 0.476, -0.707, 0.360, -0.918, -0.266, 0.340, -0.486, 0.384, 0.385, -0.440, 0.401, -1.314, 1.198, -0.543, -1.573, -0.687, 0.587, -0.386, -0.610, 0.366, 0.311, 0.484, -0.549, -0.038, 0.206, -0.661, -0.018, 0.555, -1.219, 0.503, -1.023, 0.485, 0.446, -0.948, -0.193, 0.311, 0.439, 0.094, -0.375, -0.277, -0.732, -0.462, -0.459, -0.483, 0.346, 0.398, -0.508, 0.326, 0.481, 0.368, -0.129, -0.513, -0.859, -0.912, -0.480, 0.432, -0.288, -0.216, 0.766, 0.234, 0.870, 0.407, -0.510, -0.255, -0.444, 1.135